Entry from the OMol25 dataset: a 11-piece molecular cluster, C6H32NO10 overall (wB97M-V/def2-TZVPD).

Charge: +2
Orbital gap (spin up / spin down) in eV: 8.63 / 5.60
E_LUMO (spin up / spin down) in eV: -8.2942 / -11.3206
Energy in eV: -28687.5206
HOMO energy (spin up / spin down) in eV: -16.9 / -16.9
<S²>: 0.757
F_max in eV/A: 2.45
Multiplicity: 2

Element x y z (Å)
1 C 0.90 -3.56 1.15
2 C 1.87 -3.45 0.01
3 C 1.43 -2.73 -1.30
4 C 0.80 -1.41 -1.04
5 C 1.43 -0.20 -0.88
6 N 0.73 1.04 -1.11
7 C 1.23 2.16 -1.48
8 H -0.08 -4.06 0.97
9 H 0.56 -2.57 1.49
10 H 1.42 -3.89 2.09
11 H 2.22 -4.50 -0.21
12 H 2.67 -2.81 0.41
13 H 0.64 -3.30 -1.81
14 H 2.35 -2.75 -1.92
15 H -0.30 -1.45 -1.11
16 H 2.49 -0.18 -0.62
17 H -0.29 0.99 -0.91
18 H 2.21 2.33 -1.93
19 H 0.56 3.03 -1.37
20 H 0.16 2.99 0.92
21 H -0.95 2.17 1.62
22 O -0.74 2.57 0.77
23 H -3.25 0.06 1.26
24 H -3.07 -1.38 0.79
25 O -2.60 -0.66 1.22
26 H -2.29 -4.35 -0.21
27 H -2.42 -2.90 -0.66
28 O -1.79 -3.52 -0.24
29 H -3.57 -1.10 -1.78
30 H -4.54 -1.90 -1.13
31 O -3.57 -1.74 -1.06
32 H -2.57 1.13 -1.80
33 H -2.12 0.49 -3.00
34 O -1.73 0.77 -2.15
35 H 2.08 3.74 1.39
36 H 1.00 4.65 0.80
37 O 1.56 3.89 0.57
38 H -1.10 -0.24 1.51
39 H 0.19 -0.67 2.30
40 O -0.13 0.08 1.78
41 H 2.78 1.84 2.84
42 H 1.66 1.08 1.96
43 O 2.31 1.78 2.00
44 H 4.06 2.34 -0.03
45 H 3.41 1.10 0.51
46 O 3.98 1.40 -0.21
47 H -2.46 2.08 0.67
48 H -3.60 2.97 0.52
49 O -3.41 2.01 0.48

=====

Entry from the OMol25 dataset: a 9-piece molecular cluster, C6H32NO9 overall (wB97M-V/def2-TZVPD).

Charge: +1
Orbital gap in eV: 10.52
E_LUMO in eV: -2.4886
Relative energy (zero: lowest compared OMol25 entry of this formula, charge and spin) in eV: 2.335
Energy in eV: -26651.2173
HOMO energy in eV: -13.0
F_max in eV/A: 4.92

Element x y z (Å)
1 C 1.99 0.66 1.40
2 O 1.59 0.36 2.69
3 C 1.03 0.42 0.30
4 C 1.81 0.50 -1.04
5 C 0.99 0.11 -2.32
6 C 1.06 -1.47 -2.68
7 C 1.42 0.96 -3.47
8 N -0.07 1.43 0.45
9 H 2.40 1.59 1.52
10 H 3.00 0.17 1.14
11 H 1.08 -0.44 2.66
12 H 0.71 -0.66 0.35
13 H 2.83 -0.14 -1.07
14 H 1.88 1.64 -1.15
15 H -0.10 0.27 -2.12
16 H 0.27 -1.96 -3.27
17 H 1.90 -1.94 -3.43
18 H 1.15 -2.04 -1.65
19 H 2.55 1.01 -3.52
20 H 1.07 0.55 -4.36
21 H 0.97 2.04 -3.34
22 H -0.55 1.35 1.32
23 H 0.40 2.32 0.46
24 H -0.75 1.48 -0.28
25 H 1.54 4.54 0.22
26 H 2.70 3.55 0.25
27 O 1.80 3.69 -0.05
28 H -0.55 3.21 3.58
29 H -1.67 3.57 2.68
30 O -0.87 3.02 2.64
31 H -1.02 -3.52 -0.46
32 H -1.64 -4.35 0.82
33 O -1.13 -3.58 0.54
34 H -1.98 -1.73 0.09
35 H -3.38 -2.00 -0.38
36 O -2.70 -1.39 -0.50
37 H -1.75 -3.63 -2.62
38 H -0.38 -4.22 -2.46
39 O -1.22 -3.99 -1.91
40 H -0.43 -1.94 1.26
41 H -0.50 -1.97 2.88
42 O -0.35 -1.36 2.14
43 H -3.07 -0.29 3.47
44 H -1.88 -0.59 2.57
45 O -2.34 0.07 3.12
46 H -2.49 1.37 1.91
47 H -2.89 1.40 0.46
48 O -2.47 1.96 1.17